Record 1
{"formula": "C6H14AlMgO4", "method": "ωB97M-V with the def2-TZVPD basis set", "elements": ["O", "Al", "C", "H", "H", "H", "O", "C", "C", "O", "C", "C", "O", "C", "Mg", "H", "H", "H", "H", "H", "H", "H", "H", "H", "H", "H"], "positions_angstrom": [[2.734, -0.196, 2.578], [3.589, -0.850, 3.739], [2.625, 1.098, 2.126], [1.627, 1.545, 2.228], [2.092, 0.821, 0.593], [3.493, 1.740, 2.320], [1.430, 0.156, -0.272], [1.635, -1.177, 0.092], [0.476, -2.085, -0.231], [-0.708, -1.314, -0.018], [-1.946, -1.868, -0.457], [-2.977, -0.780, -0.271], [-2.448, 0.432, -0.829], [-3.416, 1.479, -0.949], [-0.451, 0.599, -0.652], [2.080, -0.984, 1.413], [2.585, -1.575, -0.288], [0.470, -2.978, 0.407], [0.505, -2.416, -1.282], [-2.209, -2.749, 0.144], [-1.860, -2.159, -1.514], [-3.193, -0.609, 0.793], [-3.904, -1.049, -0.795], [-2.895, 2.373, -1.303], [-4.182, 1.181, -1.675], [-3.874, 1.672, 0.029]], "nbo_charge": [-0.98, 1.90, 0.03, 0.26, 0.46, 0.29, -0.72, -0.01, -0.15, -0.65, -0.12, -0.11, -0.71, -0.28, 1.88, 0.34, 0.31, 0.28, 0.30, 0.26, 0.23, 0.22, 0.27, 0.21, 0.25, 0.23], "homo_ev": [-23.82, -23.82], "e_above_lowest_kcal_mol": 0.0, "max_force_ev_per_a": 6.710, "total_charge": 4, "multiplicity": 2}

=====

Record 2
{"formula": "C6H14BO2S", "method": "ωB97M-V with the def2-TZVPD basis set", "elements": ["C", "B", "O", "C", "C", "C", "C", "C", "S", "O", "H", "H", "H", "H", "H", "H", "H", "H", "H", "H", "H", "H", "H", "H"], "positions_angstrom": [[-2.218, -2.457, 1.900], [-1.619, -1.585, 0.672], [-0.375, -2.185, 0.088], [0.277, -1.119, -0.499], [-0.025, 0.128, 0.381], [-0.398, 1.387, -0.405], [0.757, 2.277, -0.905], [2.026, 1.531, -1.356], [3.449, 1.646, -0.238], [-1.129, -0.256, 1.155], [-1.420, -2.717, 2.611], [-2.974, -1.868, 2.431], [-2.693, -3.388, 1.569], [-2.480, -1.457, -0.245], [-0.091, -0.930, -1.527], [1.353, -1.339, -0.563], [0.816, 0.337, 1.059], [-1.024, 1.978, 0.269], [-1.040, 1.091, -1.239], [0.407, 2.861, -1.763], [1.035, 2.999, -0.135], [1.823, 0.482, -1.546], [2.415, 1.950, -2.286], [3.127, 0.636, 0.571]], "nbo_charge": [-0.91, 0.64, -0.72, -0.08, 0.08, -0.42, -0.42, -0.52, -0.08, -0.73, 0.19, 0.19, 0.19, -0.19, 0.13, 0.14, 0.13, 0.22, 0.20, 0.19, 0.20, 0.23, 0.21, 0.13], "homo_ev": -3.88, "max_force_ev_per_a": 0.475, "total_charge": -1}

=====

Record 3
{"formula": "C6H14Br2NbO", "method": "ωB97M-V with the def2-TZVPD basis set", "elements": ["C", "C", "O", "C", "Nb", "C", "Br", "C", "C", "Br", "H", "H", "H", "H", "H", "H", "H", "H", "H", "H", "H", "H", "H", "H"], "positions_angstrom": [[-3.101, 0.209, -1.390], [-3.079, 1.203, -0.234], [-2.810, 0.587, 1.003], [-1.661, 1.089, 1.682], [0.290, 0.118, 0.999], [2.378, -0.275, 0.116], [3.579, 1.258, -0.008], [2.901, -1.420, -0.321], [4.224, -1.727, -0.941], [1.880, -3.024, -0.098], [-3.010, -0.796, -1.011], [-4.029, 0.303, -1.947], [-2.291, 0.412, -2.076], [-4.054, 1.684, -0.147], [-2.358, 1.990, -0.425], [-1.613, 2.172, 1.602], [-1.787, 0.865, 2.739], [0.066, 1.147, -0.524], [-0.671, -1.126, 0.070], [0.556, -0.877, 2.539], [0.964, 1.688, 1.697], [4.727, -0.827, -1.250], [4.065, -2.347, -1.818], [4.834, -2.306, -0.257]], "nbo_charge": [-0.64, -0.06, -0.57, -0.48, 1.70, -0.48, -0.04, -0.14, -0.67, 0.02, 0.23, 0.18, 0.22, 0.15, 0.18, 0.17, 0.19, -0.39, -0.39, -0.49, -0.36, 0.23, 0.22, 0.22], "homo_ev": -4.43, "max_force_ev_per_a": 1.697, "total_charge": -1}

=====

Record 4
{"formula": "C6H14Br4N2O4", "method": "ωB97M-V with the def2-TZVPD basis set", "elements": ["Br", "C", "C", "Br", "H", "H", "H", "H", "Br", "C", "C", "Br", "H", "H", "H", "H", "C", "N", "O", "O", "H", "H", "H", "C", "N", "O", "O", "H", "H", "H"], "positions_angstrom": [[0.277, -16.428, -10.896], [2.033, -17.283, -11.262], [2.222, -17.460, -12.806], [2.382, -15.688, -13.680], [1.958, -18.275, -10.817], [2.887, -16.724, -10.880], [1.448, -18.056, -13.290], [3.206, -17.893, -12.986], [-0.421, -17.115, -16.969], [-2.106, -16.549, -17.826], [-2.826, -17.754, -18.385], [-4.669, -17.347, -19.120], [-1.806, -15.971, -18.701], [-2.752, -15.985, -17.153], [-2.903, -18.486, -17.581], [-2.107, -18.051, -19.149], [0.833, -16.125, -15.443], [-0.224, -16.081, -14.331], [-0.265, -17.021, -13.532], [-0.984, -15.096, -14.284], [0.503, -16.912, -16.122], [1.836, -16.330, -15.070], [0.802, -15.099, -15.811], [2.042, -19.652, -16.305], [2.166, -18.584, -15.354], [1.124, -17.974, -15.216], [3.063, -18.485, -14.564], [2.779, -20.376, -15.959], [2.269, -19.271, -17.300], [1.031, -20.051, -16.214]], "nbo_charge": [-0.01, -0.44, -0.40, 0.06, 0.22, 0.23, 0.24, 0.24, 0.14, -0.49, -0.42, -0.06, 0.21, 0.23, 0.21, 0.21, -0.36, 0.50, -0.39, -0.38, 0.08, 0.20, 0.20, -0.48, 0.52, -0.40, -0.40, 0.24, 0.24, 0.25], "homo_ev": -7.26, "e_above_lowest_kcal_mol": 343.4, "max_force_ev_per_a": 18.830}

=====

Record 5
{"formula": "C6H14Cl", "method": "ωB97M-V with the def2-TZVPD basis set", "elements": ["Cl", "H", "C", "C", "C", "C", "C", "C", "H", "H", "H", "H", "H", "H", "H", "H", "H", "H", "H", "H", "H"], "positions_angstrom": [[-0.017, 0.548, 0.424], [-2.808, -0.673, 0.716], [-3.107, -1.723, 0.939], [-4.344, -2.319, 0.200], [-5.658, -1.809, 0.776], [-1.804, -2.498, 0.459], [-1.666, -3.976, 0.672], [-0.644, -1.840, 1.177], [-3.252, -1.841, 2.023], [-4.193, -2.181, -0.872], [-4.208, -3.402, 0.427], [-6.589, -2.228, 0.378], [-5.628, -2.046, 1.849], [-5.680, -0.714, 0.619], [-1.723, -2.155, -0.593], [-1.732, -4.198, 1.725], [-2.392, -4.517, 0.123], [-0.677, -4.255, 0.296], [-0.658, -1.942, 2.254], [0.310, -2.185, 0.771], [-0.643, -0.712, 0.987]], "mulliken_charge": [-0.28, 0.32, -0.69, -0.23, -1.22, 0.71, -1.58, -1.44, 0.30, 0.32, 0.19, 0.37, 0.30, 0.30, 0.21, 0.33, 0.48, 0.44, 0.46, 0.49, 0.22], "homo_ev": [-9.74, -10.80], "e_above_lowest_kcal_mol": 16.9, "max_force_ev_per_a": 2.819, "multiplicity": 2}

=====

Record 6
{"formula": "C6H14ClFeN2O2", "method": "ωB97M-V with the def2-TZVPD basis set", "elements": ["Fe", "Cl", "C", "O", "N", "C", "C", "H", "H", "H", "H", "H", "H", "H", "C", "O", "N", "C", "C", "H", "H", "H", "H", "H", "H", "H"], "positions_angstrom": [[0.409, -4.318, -1.274], [1.702, -2.589, -2.132], [-1.906, -2.337, -0.090], [-1.150, -3.094, -0.784], [-1.475, -1.448, 0.827], [-0.048, -1.342, 1.126], [-2.343, -0.616, 1.606], [-3.000, -2.277, -0.197], [0.574, -1.630, 0.279], [0.235, -1.766, 2.090], [0.062, -0.261, 1.216], [-1.999, 0.387, 1.859], [-3.287, -0.584, 1.063], [-2.451, -1.024, 2.611], [2.255, 0.873, -0.388], [3.259, 1.098, 0.268], [1.248, 1.791, -0.573], [0.284, 1.525, -1.653], [1.325, 3.126, 0.058], [2.155, -0.092, -0.907], [-0.684, 1.953, -1.391], [0.028, 0.470, -1.758], [0.760, 1.833, -2.584], [0.468, 3.178, 0.729], [2.191, 3.247, 0.710], [1.385, 3.897, -0.711]], "nbo_charge": [1.55, -0.64, 0.57, -0.84, -0.33, -0.45, -0.42, 0.18, 0.24, 0.23, 0.23, 0.24, 0.22, 0.22, 0.51, -0.60, -0.45, -0.42, -0.42, 0.11, 0.21, 0.20, 0.21, 0.19, 0.25, 0.21], "homo_ev": [-11.60, -11.60], "max_force_ev_per_a": 3.191, "total_charge": 1, "multiplicity": 5}

=====

Record 7
{"formula": "C6H14ClO2S2", "method": "ωB97M-V with the def2-TZVPD basis set", "elements": ["C", "C", "S", "S", "Cl", "H", "H", "H", "H", "H", "H", "O", "C", "O", "C", "C", "C", "H", "H", "H", "H", "H", "H", "H", "H"], "positions_angstrom": [[-1.765, 2.301, -0.585], [-1.849, 1.939, -2.047], [-0.365, 2.367, -3.005], [-0.470, 4.408, -3.189], [1.201, 1.996, -1.820], [-0.866, 1.950, -0.124], [-2.570, 1.809, -0.089], [-1.879, 3.354, -0.478], [-2.094, 0.914, -2.229], [-2.597, 2.538, -2.521], [-0.568, 4.701, -1.887], [-0.611, 0.158, 0.644], [0.106, -0.805, 0.759], [-0.250, -1.776, 1.593], [0.404, -3.055, 1.651], [1.581, -3.046, 2.601], [1.421, -0.881, 0.025], [0.680, -3.392, 0.652], [-0.359, -3.739, 2.012], [2.365, -2.366, 2.267], [2.007, -4.044, 2.682], [1.264, -2.719, 3.589], [2.216, -0.495, 0.662], [1.318, -0.238, -0.842], [1.679, -1.879, -0.319]], "nbo_charge": [-0.64, -0.53, 0.71, 0.03, -0.02, 0.28, 0.27, 0.20, 0.27, 0.26, 0.17, -0.64, 0.82, -0.48, -0.07, -0.64, -0.74, 0.18, 0.21, 0.20, 0.23, 0.23, 0.25, 0.22, 0.24], "homo_ev": -13.34, "max_force_ev_per_a": 1.021, "total_charge": 1}

=====

Record 8
{"formula": "C6H14FO2PS2Si", "method": "ωB97M-V with the def2-TZVPD basis set", "elements": ["C", "C", "Si", "S", "P", "C", "C", "C", "C", "S", "O", "O", "F", "H", "H", "H", "H", "H", "H", "H", "H", "H", "H", "H", "H", "H", "H"], "positions_angstrom": [[-3.241, 1.782, 1.878], [-2.090, 1.878, 0.927], [-1.440, 0.298, 0.029], [-2.747, -1.384, 0.518], [0.652, -0.029, 0.610], [1.882, 1.022, -0.403], [3.325, 0.987, 0.401], [1.129, -1.877, 0.676], [0.720, -2.750, -0.653], [-1.547, 0.626, -2.146], [-1.350, -0.687, -2.956], [-0.410, 1.612, -2.618], [-3.071, 1.309, -2.612], [-4.327, 1.936, 1.467], [-2.981, 1.509, 3.008], [-1.581, 2.911, 0.719], [-2.468, -1.658, 1.878], [1.997, 0.675, -1.530], [1.506, 2.155, -0.393], [3.711, -0.098, 0.644], [3.329, 1.691, 1.364], [4.116, 1.491, -0.337], [2.321, -1.911, 0.740], [0.737, -2.361, 1.695], [-0.258, -2.403, -1.193], [0.500, -3.856, -0.264], [1.586, -2.867, -1.447]], "nbo_charge": [0.24, -1.26, 0.99, -0.43, 0.35, -0.69, -0.64, -0.70, -0.65, 1.76, -0.86, -0.86, -0.50, 0.19, 0.19, 0.35, 0.19, 0.25, 0.26, 0.21, 0.23, 0.22, 0.25, 0.25, 0.24, 0.21, 0.22], "homo_ev": -7.48, "smiles": "C=C[Si@](S)(P(CC)CC)S(=O)(=O)F", "max_force_ev_per_a": 8.796}

=====

Record 9
{"formula": "C6H14FO3Yb", "method": "ωB97M-V with the def2-TZVPD basis set", "elements": ["F", "C", "O", "C", "C", "O", "C", "C", "O", "C", "Yb", "H", "H", "H", "H", "H", "H", "H", "H", "H", "H", "H", "H", "H", "H"], "positions_angstrom": [[-1.888, -2.409, -2.454], [-2.728, 1.324, 0.212], [-1.690, 0.649, -0.488], [-2.139, -0.126, -1.599], [-1.154, -1.226, -1.893], [1.524, 0.005, -1.294], [2.292, -0.877, -0.546], [2.601, -0.331, 0.844], [1.403, 0.286, 1.313], [1.400, 0.641, 2.682], [0.520, 1.647, -0.438], [-2.250, 1.960, 0.967], [-3.317, 1.950, -0.474], [-3.378, 0.586, 0.702], [-2.235, 0.520, -2.487], [-3.124, -0.555, -1.366], [-0.536, -0.924, -2.749], [-0.769, -1.638, -0.952], [3.253, -1.141, -1.028], [1.736, -1.827, -0.405], [3.411, 0.420, 0.818], [2.899, -1.136, 1.536], [0.447, 1.141, 2.888], [1.487, -0.262, 3.301], [2.235, 1.322, 2.910]], "nbo_charge": [-0.38, -0.26, -0.65, -0.12, 0.01, -1.01, -0.08, -0.11, -0.66, -0.26, 1.69, 0.19, 0.21, 0.22, 0.20, 0.23, 0.21, 0.20, 0.20, 0.17, 0.19, 0.21, 0.20, 0.21, 0.20], "homo_ev": [-10.08, -13.75], "max_force_ev_per_a": 3.153, "total_charge": 1, "multiplicity": 3}

=====

Record 10
{"formula": "C6H14InN2O2", "method": "ωB97M-V with the def2-TZVPD basis set", "elements": ["In", "C", "C", "O", "N", "C", "H", "H", "H", "H", "H", "H", "H", "C", "C", "O", "N", "C", "H", "H", "H", "H", "H", "H", "H"], "positions_angstrom": [[0.498, -0.003, 3.803], [3.540, -1.496, 0.129], [2.075, -1.654, 0.437], [1.639, -1.366, 1.555], [1.236, -2.038, -0.574], [-0.139, -2.365, -0.392], [4.023, -1.179, 1.054], [3.823, -0.874, -0.718], [3.980, -2.493, -0.027], [1.670, -2.042, -1.501], [-0.507, -2.196, 0.617], [-0.443, -3.379, -0.705], [-0.691, -1.698, -1.080], [-2.945, 0.971, -0.144], [-1.584, 1.083, 0.482], [-1.159, 0.207, 1.270], [-0.741, 2.097, 0.120], [-1.102, 3.163, -0.788], [-3.400, 1.961, -0.254], [-3.684, 0.405, 0.415], [-2.807, 0.591, -1.161], [0.208, 2.056, 0.492], [-0.173, 3.585, -1.172], [-1.660, 3.939, -0.237], [-1.657, 2.725, -1.624]], "nbo_charge": [1.06, -0.75, 0.66, -0.47, -0.26, -0.46, 0.29, 0.29, 0.31, 0.47, 0.28, 0.37, 0.30, -0.75, 0.65, -0.47, -0.27, -0.46, 0.28, 0.31, 0.28, 0.44, 0.28, 0.33, 0.28], "homo_ev": -21.28, "e_above_lowest_kcal_mol": 30.3, "max_force_ev_per_a": 2.551, "total_charge": 3}

=====

| no. | E_tot (eV) |
| --- | --- |
| 1 | -26627.416 |
| 2 | -22058.110 |
| 3 | -150125.368 |
| 4 | -297769.040 |
| 5 | -18969.339 |
| 6 | -60426.404 |
| 7 | -44729.254 |
| 8 | -52090.190 |
| 9 | -46829.563 |
| 10 | -18662.473 |